Here is a single C6H11NO molecule from the Open Molecules 2025 dataset. Energies are from ωB97M-V with the def2-TZVPD basis set.

The geometry in XYZ format:
```
19
Properties=species:S:1:pos:R:3:forces:R:3
O 0.960 1.249 1.608 0.6006 -0.8075 -1.9558
N 2.721 -0.474 -1.051 -0.6787 -0.5696 0.4374
C 0.161 -0.951 -0.539 3.6835 -0.6486 0.0183
C -1.500 0.902 -0.943 0.0980 0.0466 0.0508
C -1.399 -0.221 1.330 -0.0059 -0.0319 -0.1578
C -0.646 0.127 0.052 1.4331 1.9516 1.1755
C 0.699 0.973 0.436 -4.5185 2.0870 2.0234
C 1.888 -0.706 -0.116 -1.2436 -2.3027 -1.5845
H 0.978 1.578 -0.436 0.9913 -0.2631 -0.0027
H 0.262 -0.945 -1.624 -0.2862 -0.1325 0.0365
H 3.657 -0.815 -0.810 -0.0479 0.6057 0.2401
H -1.848 1.841 -0.503 -0.0506 -0.0984 -0.0112
H -2.322 -0.760 1.094 0.0979 -0.0490 0.0192
H 2.154 -1.172 0.844 -0.0519 0.3388 -0.0577
H -0.787 -0.831 1.996 -0.0479 0.0219 -0.0368
H -2.374 0.316 -1.243 0.0678 0.0429 0.0281
H -1.668 0.686 1.877 0.0484 -0.0702 -0.0934
H 0.005 -1.945 -0.123 -0.0946 -0.0897 -0.1992
H -0.939 1.147 -1.850 0.0052 -0.0312 0.0701
```
Positions in Å, forces in eV/Å.

## Properties
SMILES ... [H]/N=C/CC(C)(C)C=O
Largest force on an atom ... 5.4 eV Å⁻¹
Frontier orbital gap ... 0.33118 Eh
ΔE to the lowest compared entry with this formula, charge and spin ... 3.2913 eV
Lowest unoccupied orbital energy ... 0.02 eV

These are the Löwdin partial charges, in e, on atoms 1 to 5: O 0.033; N 0.085; C -0.048; C -0.045; C -0.044